{
  "formula": "C35H49N6OsSSbSi3",
  "method": "wB97M-V/def2-TZVPD",
  "total_charge": 2,
  "spin_multiplicity": 5,
  "molar_mass_g_mol": 982.13,
  "e_lumo_ev": [-6.074, -7.014],
  "orbital_gap_ev": [6.5, 6.6],
  "symbols": ["Os", "N", "C", "S", "N", "N", "C", "C", "C", "C", "C", "C", "C", "C", "C", "C", "C", "C", "N", "H", "H", "H", "H", "H", "H", "H", "H", "H", "H", "H", "C", "Sb", "C", "C", "C", "C", "C", "C", "N", "Si", "C", "C", "C", "C", "C", "C", "C", "C", "C", "N", "Si", "C", "C", "C", "Si", "C", "C", "C", "H", "H", "H", "H", "H", "H", "H", "H", "H", "H", "H", "H", "H", "H", "H", "H", "H", "H", "H", "H", "H", "H", "H", "H", "H", "H", "H", "H", "H", "H", "H", "H", "H", "H", "H", "H", "H", "H"],
  "xyz": [[10.14529, 9.36575, 12.78062], [12.85819, 10.95607, 15.71107], [11.92768, 10.32870, 15.01251], [12.24008, 10.06798, 13.31338], [10.88028, 9.92885, 15.63596], [10.04750, 9.23814, 14.83150], [9.02477, 8.64724, 15.40654], [8.71229, 8.60605, 16.83734], [7.54279, 9.20548, 17.18070], [7.04468, 9.07696, 18.47074], [7.68799, 8.29448, 19.38346], [8.93809, 7.73731, 19.04816], [9.40953, 7.89829, 17.77158], [8.24010, 7.79458, 14.53255], [7.17682, 7.00082, 14.87668], [6.46435, 6.26312, 13.95246], [6.88312, 6.29248, 12.62871], [7.94346, 7.10972, 12.31580], [8.57326, 7.88262, 13.21923], [13.68985, 11.35724, 15.31058], [12.65648, 11.23813, 16.64238], [7.05910, 9.91950, 16.49266], [6.16458, 9.72626, 18.69582], [7.32046, 8.14548, 20.32110], [9.46173, 7.15216, 19.77790], [10.31462, 7.38577, 17.53552], [6.86551, 6.95248, 15.93430], [5.64997, 5.62380, 14.26174], [6.40587, 5.80322, 11.83193], [8.26493, 7.28060, 11.31782], [11.73376, 11.51802, 8.01714], [11.42359, 11.11895, 10.19645], [10.48833, 9.17184, 10.60873], [11.80906, 8.40972, 10.63134], [11.89022, 7.08112, 11.02474], [13.10496, 6.40120, 10.95870], [14.19288, 7.06643, 10.43937], [14.08162, 8.42519, 10.15453], [12.90048, 9.05313, 10.25770], [9.21110, 8.54470, 9.35852], [9.49869, 9.02332, 7.55163], [9.43976, 6.70430, 9.12078], [7.44134, 9.07347, 9.78104], [10.55216, 12.85950, 11.14277], [9.65928, 12.66950, 12.30579], [9.40634, 13.73055, 13.23335], [8.44149, 13.46028, 14.17477], [7.64052, 12.35218, 14.16926], [8.01887, 11.35659, 13.34464], [8.98789, 11.51378, 12.42974], [9.33842, 13.70749, 9.80471], [10.32313, 14.56554, 8.50016], [8.16050, 12.29435, 9.22411], [8.19960, 14.98417, 10.65325], [12.04350, 14.04581, 11.42658], [11.74266, 15.89348, 11.57312], [13.34875, 13.84060, 10.13714], [12.79380, 13.51767, 13.15256], [12.03100, 10.55804, 7.56572], [12.55089, 12.28814, 7.89814], [10.85360, 11.92758, 7.53085], [10.96265, 6.61220, 11.34928], [13.34365, 5.37939, 11.24872], [15.18955, 6.61098, 10.51706], [14.84862, 9.07699, 9.83968], [10.48097, 8.78673, 7.17453], [9.29308, 10.09802, 7.25597], [8.84847, 8.33089, 6.97963], [10.47006, 6.55580, 8.78531], [8.80048, 6.36499, 8.32387], [9.19674, 6.07080, 10.00725], [7.01076, 9.52871, 8.87602], [7.45025, 9.82019, 10.55868], [6.74648, 8.31818, 10.13738], [9.97040, 14.64777, 13.26460], [8.25584, 14.22235, 14.93060], [6.82415, 12.21765, 14.87258], [7.39523, 10.44556, 13.31523], [11.36789, 14.22528, 8.33626], [10.26885, 15.61712, 8.58539], [9.86897, 14.23615, 7.58315], [8.17185, 12.04283, 8.15558], [7.14932, 12.46787, 9.58226], [8.46121, 11.36270, 9.69288], [8.70192, 15.85491, 11.09254], [7.53534, 14.54149, 11.36493], [7.51594, 15.26335, 9.85028], [11.80614, 16.36243, 10.59182], [12.53627, 16.24814, 12.17411], [10.90856, 16.32524, 12.02600], [13.13276, 14.11484, 9.10121], [13.88109, 12.91485, 10.22905], [14.11965, 14.62323, 10.45240], [11.99028, 13.03049, 13.69408], [13.22440, 14.39365, 13.71440], [13.58885, 12.89982, 12.95321]],
  "atomic_forces_ev_per_a": [[-0.611, -0.506, -0.738], [1.009, 0.616, -0.018], [0.698, 0.527, -0.124], [0.268, -0.171, -0.583], [-0.629, -0.274, 0.669], [-1.580, -0.283, 0.839], [1.412, -0.467, -0.079], [0.061, 0.372, -1.077], [-1.186, 1.500, 0.403], [-1.363, 1.599, -0.631], [2.033, -0.129, -1.665], [-1.576, 0.343, 0.219], [1.061, -0.984, 0.591], [-0.288, 0.503, -1.794], [-0.744, -0.315, 2.114], [0.402, -0.410, -0.688], [0.302, 0.696, 0.909], [0.300, 1.019, 0.780], [0.393, -0.124, -0.799], [-0.165, -0.120, -0.293], [-0.209, -0.054, 0.713], [0.085, -0.649, 0.238], [0.648, -1.044, 0.163], [-1.052, -0.268, 2.482], [0.277, -0.164, 0.126], [0.612, -0.090, -0.414], [0.299, 0.067, -0.650], [-0.107, 0.135, 0.048], [-0.660, -0.838, -0.691], [0.097, -0.285, -0.451], [0.769, 0.457, 0.520], [0.250, -0.116, -0.945], [0.853, 0.507, 0.831], [-0.877, -0.556, -0.271], [-0.367, -0.975, 0.319], [-0.057, 0.079, -0.286], [1.499, 1.087, 0.676], [-1.449, -0.519, 0.340], [0.521, 0.391, -0.609], [-0.208, -0.110, -1.067], [-0.555, 1.141, -0.281], [-0.131, -0.446, 1.240], [0.114, -0.008, -0.278], [-0.382, 0.961, -0.801], [0.090, 0.636, 0.427], [-0.033, -2.005, -0.314], [0.106, 2.438, 0.772], [-0.330, -0.416, 1.068], [-1.168, -0.697, -0.979], [0.528, -1.082, 0.048], [-0.856, -0.338, 0.990], [1.008, -1.730, -0.466], [0.957, 0.190, -0.097], [0.720, -0.406, -0.730], [0.145, 0.186, 1.759], [0.151, -0.812, -1.578], [1.212, 1.760, 0.225], [-1.616, 2.717, -0.587], [-0.143, 0.446, 0.279], [-0.745, -1.041, 0.357], [-0.226, -0.202, 0.115], [0.373, -0.155, 0.050], [-0.918, 0.086, 0.181], [-0.523, 0.151, -0.544], [1.149, 0.216, -0.274], [0.596, -0.069, 0.093], [0.011, -1.282, 0.303], [-0.021, 0.614, 0.227], [-0.080, -0.248, 0.211], [-0.379, -0.053, -0.384], [0.516, 0.243, -0.730], [0.056, -0.114, 0.319], [-0.023, 0.456, 0.302], [0.058, -0.336, -0.216], [0.034, 0.033, -0.195], [-0.014, -0.058, -0.125], [0.149, 0.118, -0.119], [0.714, 0.199, -0.140], [-0.685, 0.437, 0.495], [0.013, 1.153, 0.015], [-0.539, 0.265, -0.731], [-0.196, 0.481, 0.111], [-0.181, 0.163, -0.209], [0.174, -0.064, 0.286], [-0.209, -0.167, -0.265], [-0.222, -0.396, 0.725], [0.138, 0.499, -0.204], [0.168, 0.076, -0.098], [1.291, 0.390, 0.469], [-1.780, 0.246, 0.776], [-0.021, -0.314, 0.245], [0.273, -0.687, -0.253], [-0.821, -0.845, -0.274], [0.224, -0.110, 0.428], [-0.723, -0.746, -0.477], [1.832, -1.923, -0.273]],
  "mulliken_charge": [0.99, -0.27, 0.51, -0.39, -1.50, 0.99, 0.68, -0.35, 0.07, -0.64, -0.66, -0.84, -0.15, 0.83, -0.41, -0.97, -1.32, -0.03, -0.07, 0.25, 0.23, 0.28, 0.35, 0.55, 0.44, 0.54, 0.42, 0.47, 0.61, 0.11, -1.03, 0.05, 1.77, -0.63, -0.31, -0.91, -0.82, -0.44, -0.32, 0.92, -1.18, -1.42, -1.01, 2.32, -2.16, -0.79, -1.03, -1.22, -0.18, 0.85, 0.74, -1.33, -0.55, -1.33, 0.75, -1.47, -1.34, -1.31, 0.49, 0.39, 0.41, 0.34, 0.48, 0.38, 0.55, 0.37, 0.27, 0.40, 0.38, 0.50, 0.28, 0.58, 0.10, 0.44, 0.44, 0.48, 0.62, 0.35, 0.22, 0.44, 0.53, 0.40, 0.48, -0.64, 0.30, 0.39, 0.46, 0.36, 0.53, 0.49, 0.46, 0.41, 0.38, 0.26, 0.38, 0.50]
}

{
  "formula": "C4H2CrO",
  "method": "wB97M-V/def2-TZVPD",
  "total_charge": 2,
  "spin_multiplicity": 5,
  "molar_mass_g_mol": 118.06,
  "e_lumo_ev": [-12.072, -12.403],
  "orbital_gap_ev": [7.7, 7.5],
  "relative_energy_kj_mol": 186.3,
  "symbols": ["C", "C", "C", "C", "O", "Cr", "H", "H"],
  "xyz": [[0.83633, 1.29269, -0.42243], [0.75132, -1.20642, 0.13627], [0.32857, 0.05055, -0.06265], [-1.45041, -0.03560, 0.24128], [-1.97195, -1.05755, 0.55438], [-0.57861, -2.63152, 0.64796], [1.89299, 1.41535, -0.66004], [0.19176, 2.17249, -0.43476]],
  "atomic_forces_ev_per_a": [[-0.876, -0.636, 0.525], [-1.309, 2.385, -0.344], [2.688, -0.842, -0.386], [-1.274, -2.522, 0.851], [1.048, 2.054, -0.675], [-0.286, -0.181, 0.121], [-0.025, -0.197, 0.029], [0.034, -0.060, -0.122]],
  "mulliken_charge": [-0.38, 0.50, 0.06, 0.46, -0.33, 1.06, 0.32, 0.31]
}

{
  "formula": "C19H40AlBrNO3",
  "method": "wB97M-V/def2-TZVPD",
  "total_charge": -1,
  "molar_mass_g_mol": 437.42,
  "e_lumo_ev": 2.640,
  "orbital_gap_ev": 7.6,
  "symbols": ["C", "C", "C", "C", "C", "C", "C", "C", "C", "C", "C", "Al", "O", "C", "C", "C", "C", "Br", "C", "N", "C", "O", "C", "C", "O", "H", "H", "H", "H", "H", "H", "H", "H", "H", "H", "H", "H", "H", "H", "H", "H", "H", "H", "H", "H", "H", "H", "H", "H", "H", "H", "H", "H", "H", "H", "H", "H", "H", "H", "H", "H", "H", "H", "H", "H"],
  "xyz": [[3.04677, -4.02220, 2.55342], [2.26096, -3.78486, 1.27042], [3.02525, -2.90443, 0.28761], [2.26714, -2.47042, -0.97649], [1.39226, -3.53202, -1.64207], [-0.01533, -3.73656, -1.06813], [-0.84404, -2.46198, -0.81130], [-1.19804, -2.18909, 0.66126], [-2.62789, -1.67608, 0.83971], [-2.94870, -1.11551, 2.23608], [-3.52348, 0.31972, 2.20814], [-2.31609, 1.93173, 2.12104], [-0.63394, 1.77793, 1.42694], [-0.50262, 3.00365, 0.75336], [0.78379, 3.11399, -0.06874], [2.01444, 2.72791, 0.74103], [2.65007, 3.89114, 1.48848], [3.39576, 1.99906, -0.48805], [-1.76714, 3.19051, -0.09606], [-1.81167, 4.51906, -0.69066], [-1.87013, 2.04776, -1.15298], [-1.57268, 2.48004, -2.47625], [-0.69526, 1.65436, -3.19899], [0.06233, 2.49148, -4.22718], [-2.84126, 3.05657, 0.79368], [2.51203, -4.70156, 3.21727], [3.19059, -3.08519, 3.08876], [4.01984, -4.46307, 2.33496], [1.99663, -4.73415, 0.80054], [1.31572, -3.29558, 1.51733], [3.31110, -1.99720, 0.82758], [3.96580, -3.39668, 0.02419], [1.70303, -1.56564, -0.75523], [3.02290, -2.17113, -1.70669], [1.28633, -3.27990, -2.70048], [1.92601, -4.48728, -1.62093], [-0.56942, -4.35716, -1.77537], [0.04724, -4.32185, -0.15180], [-0.37241, -1.58089, -1.24389], [-1.79048, -2.58328, -1.34440], [-0.49373, -1.48180, 1.10613], [-1.09756, -3.12818, 1.21221], [-2.83062, -0.92634, 0.07156], [-3.27950, -2.53218, 0.64317], [-3.69530, -1.77366, 2.68838], [-2.04190, -1.15868, 2.84309], [-4.21992, 0.36782, 1.36394], [-4.10351, 0.45704, 3.12547], [-2.38996, 2.65494, 3.56352], [-0.49000, 3.83338, 1.47458], [0.73764, 2.53341, -0.98783], [0.87901, 4.16331, -0.35712], [1.76241, 1.92367, 1.42417], [2.67058, 4.77960, 0.85737], [3.67138, 3.67375, 1.78685], [2.04672, 4.11977, 2.36760], [-2.73588, 4.63172, -1.08581], [-1.14311, 4.58876, -1.44670], [-2.89261, 1.67082, -1.09503], [-1.19959, 1.23597, -0.86615], [-1.25066, 0.85594, -3.70632], [0.02525, 1.17103, -2.53279], [-0.55652, 3.31213, -4.57737], [0.34538, 1.86024, -5.07046], [0.98656, 2.87634, -3.79854]],
  "atomic_forces_ev_per_a": [[-0.197, -0.148, -0.118], [-0.104, 0.201, -0.022], [-0.108, 0.147, 0.183], [0.362, -0.145, 0.043], [-0.072, 0.061, -0.034], [0.067, 0.074, -0.028], [-0.344, -0.242, 0.092], [0.109, -0.007, -0.080], [0.266, -0.094, 0.049], [-0.245, 0.235, -0.264], [0.584, -0.274, -0.153], [-0.440, -0.068, -0.147], [-0.173, 0.003, 0.237], [0.482, -0.042, -0.152], [0.079, 0.109, 0.166], [0.081, 0.308, -0.068], [-0.227, 0.002, -0.127], [-0.034, -0.110, 0.025], [-0.525, 0.141, 0.121], [0.127, 0.104, 0.324], [-0.141, -0.019, 0.124], [0.309, 0.211, 0.119], [0.059, 0.026, -0.328], [0.103, -0.428, 0.176], [0.396, -0.294, -0.108], [0.005, -0.034, 0.059], [0.124, 0.062, 0.026], [0.106, 0.028, 0.044], [0.068, -0.090, 0.020], [-0.038, -0.011, 0.021], [0.116, 0.048, -0.035], [-0.009, -0.132, -0.099], [-0.202, 0.005, -0.004], [-0.007, 0.142, -0.003], [0.008, 0.095, -0.028], [0.011, -0.075, -0.046], [0.064, -0.123, -0.033], [-0.051, 0.022, 0.087], [0.071, 0.065, -0.090], [-0.033, 0.079, -0.054], [0.040, 0.065, -0.003], [0.028, 0.002, 0.164], [-0.029, 0.103, 0.012], [-0.177, 0.095, -0.214], [0.157, -0.173, 0.215], [0.002, -0.074, 0.175], [-0.193, 0.091, 0.060], [-0.138, 0.154, -0.001], [0.218, 0.063, 0.069], [-0.118, 0.159, 0.031], [-0.127, -0.216, 0.076], [0.069, 0.031, -0.184], [0.094, -0.231, -0.135], [0.035, 0.023, -0.058], [0.003, -0.095, 0.197], [-0.013, 0.016, 0.072], [-0.087, 0.097, -0.072], [-0.077, -0.100, -0.188], [-0.111, 0.019, -0.164], [0.015, -0.085, 0.068], [-0.100, -0.049, 0.025], [-0.013, -0.087, 0.092], [-0.061, 0.059, -0.074], [-0.015, 0.060, -0.109], [-0.051, 0.242, 0.050]],
  "nbo_charge": [-0.60, -0.40, -0.39, -0.40, -0.39, -0.40, -0.40, -0.40, -0.39, -0.39, -0.99, 1.68, -0.96, 0.06, -0.45, -0.17, -0.63, -0.11, 0.36, -0.85, -0.12, -0.57, -0.05, -0.63, -0.94, 0.20, 0.20, 0.19, 0.19, 0.21, 0.20, 0.18, 0.21, 0.20, 0.20, 0.19, 0.20, 0.19, 0.20, 0.20, 0.21, 0.18, 0.20, 0.18, 0.17, 0.18, 0.20, 0.20, -0.47, 0.16, 0.21, 0.20, 0.24, 0.20, 0.21, 0.22, 0.36, 0.35, 0.19, 0.19, 0.15, 0.17, 0.21, 0.20, 0.21]
}

Q: Which formula does entry 1 have?
A: C35H49N6OsSSbSi3